ORCA calculation (wB97M-V/def2-TZVPD) on one molecule with the formula CH3N3S2.

Each line ends with the natural charge from an NBO analysis.
Atoms and positions in Å:
C 0.624 -1.160 0.130  -0.34
N -0.811 0.787 -0.475  -0.02
N -1.820 1.269 -1.081  -0.36
N -0.168 -0.343 -0.724  -0.33
S -0.601 -2.078 -0.772  0.31
S -3.103 0.818 -2.039  -0.13
H 0.608 -1.084 1.337  0.23
H 1.754 -1.188 -0.186  0.22
H -1.728 2.283 -0.837  0.41

The calculation puts the HOMO energy (spin up / spin down) at -8.06 / -8.06 eV. The calculation puts the frontier orbital gap (spin up / spin down) at 7.49 / 7.49 eV. For the relative energy (zero: lowest compared OMol25 entry of this formula, charge and spin), the calculation gives 71.04 kcal per mole.

=====

ORCA calculation (wB97M-V/def2-TZVPD) on one molecule with the formula C22H22FN5O4S2.

Each line ends with the natural charge from an NBO analysis.
Atoms and positions in Å:
C -6.000 1.622 0.305  -0.38
C -4.977 1.486 1.126  -0.19
C -4.003 2.581 1.444  -0.27
N -2.635 2.117 1.392  -0.41
C -1.815 2.051 2.494  0.63
C -0.509 1.528 2.018  0.04
N 0.558 1.308 2.706  -0.14
N 0.578 1.501 4.006  -0.40
C 1.695 1.305 4.766  0.28
N 2.818 0.786 4.222  -0.59
C 3.006 0.140 2.990  0.06
C 4.116 0.455 2.212  -0.20
C 4.330 -0.172 0.999  -0.21
C 3.443 -1.130 0.541  -0.20
C 2.346 -1.479 1.312  -0.30
C 2.147 -0.856 2.528  0.46
F 1.101 -1.240 3.291  -0.33
H 1.647 -2.232 0.987  0.23
H 3.599 -1.606 -0.413  0.22
H 5.189 0.096 0.404  0.22
H 4.802 1.210 2.566  0.22
H 3.639 0.894 4.804  0.43
S 1.668 1.794 6.341  -0.19
C -0.655 1.295 0.601  -0.04
C 0.199 0.787 -0.358  -0.15
C -0.293 0.658 -1.645  -0.36
C -1.582 1.032 -1.987  -0.15
C -2.450 1.544 -1.031  -0.27
C -1.979 1.662 0.265  0.20
H -3.457 1.825 -1.291  0.24
H -1.890 0.923 -3.015  0.25
S 0.775 -0.062 -2.882  2.32
O 2.114 0.421 -2.714  -0.94
O 0.157 0.091 -4.171  -0.95
N 0.778 -1.666 -2.360  -0.67
C -0.466 -2.373 -2.598  -0.26
H -1.288 -1.683 -2.404  0.22
C -0.542 -2.912 -4.031  -0.10
H -1.411 -3.560 -4.155  0.20
O 0.586 -3.705 -4.330  -0.52
C 1.776 -2.957 -4.199  -0.09
H 2.591 -3.632 -4.465  0.20
C 1.939 -2.437 -2.769  -0.27
H 2.801 -1.776 -2.699  0.24
H 2.046 -3.277 -2.074  0.20
H 1.761 -2.101 -4.891  0.18
H -0.604 -2.065 -4.728  0.19
H -0.515 -3.204 -1.886  0.21
H 1.213 0.502 -0.132  0.25
O -2.127 2.382 3.624  -0.59
H -0.249 1.854 4.498  0.44
H -4.157 2.926 2.474  0.26
H -4.133 3.427 0.762  0.21
H -4.791 0.550 1.635  0.21
H -6.691 0.819 0.118  0.21
H -6.199 2.551 -0.204  0.19

The calculation puts the HOMO energy at -8.36 eV. The calculation puts the frontier orbital gap at 7.31 eV. As for the SMILES: C=CCN1C(=O)/C(=N\NC(=S)Nc2ccccc2F)c2cc(S(=O)(=O)N3CCOCC3)ccc21.

=====

ORCA calculation (wB97M-V/def2-TZVPD) on a 11-piece molecular cluster, C24H48BBr2Cl20F3NP overall.

Each line ends with the Mulliken charge.
Atoms and positions in Å:
N -2.653 2.256 3.101  -0.84
P -1.729 1.615 1.969  0.68
B -0.675 2.898 0.984  0.25
C 0.167 2.506 -0.288  -1.05
C 0.220 0.988 -0.590  0.42
C 1.322 0.267 0.165  0.39
F 1.546 0.762 1.399  -0.24
Br 0.743 -1.608 0.455  -0.10
C 2.687 0.230 -0.586  0.66
F 3.388 -0.829 -0.150  -0.23
F 2.565 0.074 -1.894  -0.23
Br 3.802 1.772 -0.167  -0.11
H -3.616 2.004 2.879  0.25
H -0.827 0.676 2.538  0.04
H -2.443 0.875 0.999  -0.29
H -0.659 4.006 1.396  -0.16
H 1.154 2.978 -0.302  0.23
H -0.376 2.968 -1.129  0.32
H -0.755 0.509 -0.413  -0.54
H 0.386 0.875 -1.662  0.48
Cl -3.270 -3.530 -3.117  -0.11
C -1.880 -2.577 -3.700  -0.80
C -1.143 -1.921 -2.561  -0.20
Cl -2.101 -0.624 -1.800  -0.04
H -2.245 -1.849 -4.420  0.43
H -1.215 -3.267 -4.218  0.40
H -0.224 -1.462 -2.927  0.28
H -0.880 -2.642 -1.791  0.08
Cl 6.163 1.862 4.172  -0.20
C 7.075 1.294 2.749  -0.32
C 7.798 2.416 2.050  -0.58
Cl 6.675 3.541 1.252  -0.01
H 6.377 0.794 2.081  0.20
H 7.795 0.560 3.107  0.36
H 8.443 2.012 1.270  0.18
H 8.413 2.989 2.740  0.38
Cl -6.682 -2.687 -0.295  -0.12
C -7.684 -3.099 -1.711  -0.55
C -7.804 -4.589 -1.904  -0.54
Cl -6.259 -5.323 -2.398  -0.14
H -7.246 -2.620 -2.584  0.33
H -8.670 -2.670 -1.540  0.36
H -8.525 -4.802 -2.693  0.34
H -8.136 -5.083 -0.994  0.31
Cl -0.877 -5.914 -0.967  -0.15
C -1.606 -6.562 -2.459  -0.23
C -0.856 -7.759 -2.985  -0.48
Cl 0.757 -7.319 -3.606  -0.20
H -1.642 -5.758 -3.188  0.09
H -2.628 -6.846 -2.213  0.25
H -1.406 -8.200 -3.815  0.36
H -0.725 -8.518 -2.217  0.31
Cl -1.049 -9.316 1.660  -0.19
C 0.471 -8.625 2.282  -0.45
C 1.487 -8.414 1.188  -0.13
Cl 2.102 -9.954 0.536  -0.19
H 0.848 -9.288 3.058  0.35
H 0.220 -7.669 2.740  0.28
H 2.344 -7.871 1.583  0.32
H 1.069 -7.842 0.362  0.01
Cl 6.967 1.460 -1.403  -0.10
C 7.797 2.414 -2.657  -0.11
C 9.294 2.421 -2.473  -0.50
Cl 9.791 3.335 -1.025  -0.17
H 7.388 3.421 -2.636  -0.10
H 7.548 1.962 -3.616  0.35
H 9.767 2.900 -3.328  0.35
H 9.688 1.411 -2.383  0.30
Cl -4.765 3.455 -1.796  -0.19
C -5.318 1.768 -2.003  -0.21
C -6.024 1.245 -0.777  -0.35
Cl -4.906 1.037 0.587  0.05
H -4.452 1.161 -2.256  0.03
H -6.002 1.761 -2.851  0.36
H -6.456 0.268 -0.989  -0.03
H -6.823 1.912 -0.459  0.34
Cl -0.130 6.543 2.589  -0.17
C -1.500 7.680 2.484  -0.48
C -2.811 7.034 2.861  -0.52
Cl -3.345 5.830 1.664  -0.13
H -1.529 8.078 1.472  0.31
H -1.282 8.498 3.169  0.32
H -3.591 7.793 2.914  0.33
H -2.748 6.539 3.828  0.31
Cl 3.113 6.069 -0.770  -0.19
C 4.509 6.843 0.024  -0.33
C 5.607 7.178 -0.955  -0.58
Cl 6.393 5.713 -1.595  -0.09
H 4.864 6.174 0.806  0.19
H 4.143 7.755 0.492  0.34
H 6.379 7.762 -0.457  0.30
H 5.231 7.754 -1.797  0.35
Cl -2.569 -1.272 2.783  -0.04
C -3.577 -1.376 4.247  -0.66
C -5.017 -1.721 3.940  -0.40
Cl -5.885 -0.401 3.104  -0.15
H -3.495 -0.426 4.773  0.34
H -3.143 -2.155 4.871  0.38
H -5.549 -1.904 4.872  0.31
H -5.090 -2.612 3.321  0.29

The calculation puts the HOMO energy at -7.44 eV. The calculation puts the frontier orbital gap at 7.65 eV. As for the SMILES: N=[PH2]BCC[C@@](F)(Br)C(F)(F)Br.ClCCCl.ClCCCl.ClCCCl.ClCCCl.ClCCCl.ClCCCl.ClCCCl.ClCCCl.ClCCCl.ClCCCl.